Here is a cluster of 12 separate species, C48H120O24 in total in a non-equilibrium geometry from the OMol25 dataset. Energies are from ωB97M-V/def2-TZVPD.

- HOMO energy (Ha) = -0.3335
- molecular weight (Da) = 1081.46
- energy relative to the best compared isomer or geometry (same formula, charge and spin) (kcal per mole) = 139.33
- charge = 0
- HOMO-LUMO gap (eV) = 9.66
- LUMO energy (eV) = 0.58

Each line ends with the Mulliken charge.
Element x y z (Å)
C 4.058 -3.977 1.070  -0.23
O 5.046 -3.016 0.681  -0.44
C 5.887 -2.571 1.789  0.07
C 6.456 -3.636 2.693  -0.99
O 5.549 -3.900 3.695  -0.16
C 6.056 -4.951 4.484  -0.97
H 4.475 -4.933 1.388  0.28
H 3.335 -4.064 0.258  0.10
H 3.474 -3.592 1.907  0.07
H 5.407 -1.850 2.450  -0.17
H 6.614 -1.991 1.220  0.42
H 7.398 -3.344 3.157  0.63
H 6.720 -4.491 2.069  0.34
H 6.125 -5.976 4.121  0.33
H 5.301 -5.089 5.258  0.28
H 6.940 -4.577 5.000  0.38
C -3.580 5.167 3.598  -0.67
O -3.942 6.176 2.768  -0.32
C -4.714 7.204 3.313  -0.53
C -4.867 8.413 2.311  -0.68
O -4.200 9.610 2.861  -0.39
C -4.822 10.230 3.982  -0.82
H -2.938 5.431 4.438  0.34
H -2.997 4.492 2.971  -0.01
H -4.410 4.605 4.024  0.40
H -4.456 7.568 4.308  0.44
H -5.666 6.689 3.444  0.51
H -5.923 8.509 2.056  0.36
H -4.399 8.067 1.389  0.37
H -5.728 9.699 4.276  0.34
H -5.096 11.282 3.896  0.29
H -4.298 10.194 4.937  0.30
C 3.069 -0.094 2.490  -0.26
O 4.121 0.721 3.123  -0.40
C 5.149 0.992 2.187  -0.18
C 6.443 1.368 2.983  -0.83
O 6.948 0.367 3.863  -0.34
C 6.356 0.270 5.145  -0.66
H 2.678 0.462 1.638  0.23
H 2.201 -0.120 3.149  0.39
H 3.261 -1.116 2.165  -0.08
H 4.939 1.881 1.592  0.37
H 5.191 0.204 1.435  0.27
H 6.441 2.377 3.395  0.38
H 7.252 1.440 2.255  0.34
H 6.862 -0.371 5.867  0.27
H 5.278 0.134 5.057  0.22
H 6.330 1.270 5.577  0.34
C -0.039 2.791 1.636  -0.51
O 0.080 2.025 0.437  -0.48
C -0.933 1.007 0.337  -0.29
C -0.439 0.015 -0.733  -0.02
O 0.760 -0.664 -0.317  0.02
C 1.514 -1.175 -1.383  -0.35
H 0.794 3.493 1.675  0.14
H -0.115 2.307 2.610  0.31
H -1.020 3.261 1.690  0.19
H -1.898 1.447 0.088  0.13
H -0.976 0.446 1.271  0.24
H -0.141 0.616 -1.593  0.37
H -1.248 -0.667 -0.996  -0.08
H 2.138 -0.428 -1.874  0.23
H 0.940 -1.677 -2.162  0.17
H 2.111 -1.939 -0.886  -0.06
C -4.246 0.263 -8.500  -0.78
O -4.365 0.058 -7.084  -0.33
C -3.958 -1.285 -6.752  -0.75
C -3.673 -1.386 -5.292  -0.24
O -2.673 -0.376 -5.000  -0.19
C -2.293 -0.162 -3.671  -0.67
H -4.703 1.248 -8.586  0.26
H -4.716 -0.450 -9.178  0.32
H -3.223 0.295 -8.875  0.30
H -3.035 -1.549 -7.268  0.35
H -4.711 -1.932 -7.202  0.46
H -3.487 -2.398 -4.932  0.47
H -4.578 -0.943 -4.875  0.03
H -1.674 -1.007 -3.372  0.37
H -3.142 -0.006 -3.006  0.18
H -1.587 0.668 -3.636  0.23
C 2.955 4.997 3.398  -0.69
O 1.578 5.352 3.595  -0.35
C 1.212 6.338 2.545  -0.69
C -0.278 6.693 2.460  -0.06
O -0.726 7.172 3.695  -0.33
C -1.460 8.396 3.615  -0.63
H 3.360 4.311 4.142  0.25
H 3.623 5.857 3.341  0.34
H 3.052 4.530 2.418  0.25
H 1.530 5.811 1.646  0.44
H 1.848 7.213 2.682  0.46
H -0.860 5.831 2.132  -0.06
H -0.368 7.356 1.600  0.39
H -0.891 9.212 4.061  0.35
H -2.328 8.264 4.261  0.03
H -1.812 8.695 2.628  0.36
C -0.947 -4.270 -1.400  -0.75
O 0.278 -4.739 -1.045  0.11
C 0.326 -6.120 -0.713  -0.58
C 1.769 -6.511 -0.427  0.56
O 1.716 -7.721 0.299  -0.40
C 3.031 -8.176 0.625  -0.66
H -1.812 -4.499 -0.777  0.32
H -1.073 -4.562 -2.442  0.40
H -1.040 -3.190 -1.518  -0.12
H 0.030 -6.737 -1.562  0.34
H -0.344 -6.337 0.119  0.27
H 2.180 -5.812 0.301  -0.64
H 2.502 -6.487 -1.234  0.36
H 3.584 -8.453 -0.272  0.35
H 2.916 -9.073 1.234  0.28
H 3.687 -7.399 1.017  0.17
C 7.799 -2.037 -4.006  -0.86
O 6.717 -1.504 -4.733  -0.26
C 6.477 -2.218 -5.924  -0.61
C 5.031 -2.075 -6.341  -0.42
O 4.182 -2.756 -5.506  -0.42
C 4.108 -2.249 -4.199  -0.37
H 8.600 -2.274 -4.707  0.35
H 7.555 -3.035 -3.641  0.37
H 8.117 -1.362 -3.212  0.22
H 6.794 -3.257 -6.012  0.38
H 7.140 -1.808 -6.686  0.45
H 4.971 -2.555 -7.317  0.35
H 4.628 -1.094 -6.593  0.21
H 3.252 -2.738 -3.733  0.14
H 3.977 -1.179 -4.039  0.13
H 4.925 -2.657 -3.604  0.34
C -4.357 -0.539 3.423  -0.28
O -5.464 0.087 4.140  -0.51
C -6.353 0.929 3.270  -0.68
C -5.830 2.150 2.520  -0.03
O -4.846 1.659 1.575  0.16
C -4.552 2.718 0.641  -0.84
H -4.832 -0.934 2.525  0.16
H -3.899 -1.327 4.020  0.27
H -3.519 0.139 3.260  0.18
H -7.161 1.187 3.954  0.42
H -6.791 0.337 2.467  0.22
H -5.499 2.873 3.266  -0.27
H -6.631 2.676 2.001  0.58
H -5.455 3.288 0.422  0.49
H -4.090 2.397 -0.292  0.27
H -3.775 3.428 0.923  0.05
C -8.403 -0.950 0.088  -0.82
O -7.492 -0.723 -0.989  -0.33
C -6.970 -1.925 -1.518  -0.83
C -5.548 -1.676 -2.110  -0.46
O -4.427 -1.679 -1.155  -0.22
C -4.423 -0.499 -0.265  -0.20
H -9.263 -1.596 -0.084  0.37
H -8.904 -0.012 0.329  0.25
H -7.914 -1.435 0.933  0.30
H -7.623 -2.372 -2.267  0.53
H -6.801 -2.675 -0.745  0.33
H -5.487 -0.684 -2.558  0.27
H -5.367 -2.426 -2.880  0.39
H -3.503 -0.478 0.319  -0.19
H -5.254 -0.707 0.408  -0.02
H -4.588 0.411 -0.842  0.47
C 3.125 1.688 -4.448  -0.61
O 2.509 2.973 -4.703  -0.48
C 1.110 2.963 -5.083  -0.52
C 0.563 1.817 -5.867  -0.51
O 0.724 0.657 -5.155  0.16
C 0.551 -0.536 -5.894  -0.82
H 3.616 1.348 -5.360  0.25
H 2.618 0.940 -3.839  0.12
H 4.018 1.963 -3.887  0.42
H 0.863 3.930 -5.522  0.36
H 0.634 2.954 -4.102  0.20
H 0.993 1.520 -6.823  0.47
H -0.516 1.928 -5.982  0.23
H 0.593 -1.392 -5.222  0.14
H 1.329 -0.646 -6.650  0.34
H -0.480 -0.535 -6.247  0.27
C 1.811 -4.849 4.001  -0.17
O 0.609 -5.141 4.559  -0.45
C -0.428 -5.506 3.568  -0.91
C -0.801 -4.521 2.488  0.25
O -1.375 -3.434 3.265  -0.53
C -1.645 -2.305 2.411  -0.33
H 2.617 -4.941 4.728  0.14
H 1.935 -3.864 3.551  0.09
H 1.971 -5.616 3.244  0.24
H -1.343 -5.625 4.150  0.36
H -0.245 -6.494 3.146  0.38
H -1.551 -4.918 1.803  0.30
H 0.100 -4.286 1.922  0.09
H -0.968 -2.231 1.560  0.23
H -1.541 -1.423 3.044  0.22
H -2.684 -2.258 2.086  0.04

=====

Here is a structure of composition C48H122F6N11O17PdS2 in a non-equilibrium geometry from the OMol25 dataset. Energies are from ωB97M-V/def2-TZVPD.

- spin multiplicity = 3
- HOMO energy (alpha / beta) (Ha) = -0.3586 / -0.3586
- molecular weight (Da) = 1410.11
- energy relative to the best compared isomer or geometry (same formula, charge and spin) (kcal per mole) = 0.00
- charge = +1
- HOMO-LUMO gap (alpha / beta) (eV) = 7.50 / 6.21
- LUMO energy (alpha / beta) (eV) = -2.26 / -3.55

Each line ends with the Mulliken charge.
Element x y z (Å)
Pd 0.852 -2.749 1.191  2.58
C 3.249 0.044 -0.789  0.74
F 3.999 -0.091 -1.822  -0.05
F 3.777 -0.635 0.212  -0.61
F 3.143 1.338 -0.433  -0.16
S 1.569 -0.612 -1.164  -1.09
O 0.971 0.361 -2.008  -0.54
O 1.804 -1.916 -1.665  0.00
N 0.862 -0.746 0.339  0.43
S -0.044 0.551 0.740  0.00
O -0.476 0.262 2.077  -0.62
O 0.482 1.851 0.488  -0.39
C -1.567 0.379 -0.302  0.24
F -1.773 1.457 -0.961  -0.12
F -1.490 -0.674 -1.092  -0.11
F -2.581 0.217 0.481  -0.22
C 3.639 0.425 6.141  -1.11
O 3.036 -0.043 4.988  0.33
C 2.007 -0.945 5.247  -1.41
C 1.338 -1.217 3.941  0.40
N 1.815 -2.379 3.181  0.43
C 3.303 -2.330 2.880  0.34
C 3.695 -3.500 2.013  -1.73
O 2.961 -3.419 0.829  1.04
C 3.777 -3.679 -0.234  -1.37
H 4.508 1.040 5.859  0.29
H 4.125 -0.395 6.692  0.25
H 2.973 1.077 6.710  0.43
H 1.310 -0.458 5.946  0.62
H 2.374 -1.866 5.748  0.27
H 1.470 -0.324 3.325  -0.30
H 0.254 -1.313 4.035  -0.59
H 1.733 -3.179 3.831  0.36
H 3.897 -2.283 3.816  0.20
H 3.601 -1.367 2.451  -0.22
H 3.564 -4.433 2.577  0.32
H 4.779 -3.399 1.897  0.61
H 4.258 -4.671 -0.144  0.37
H 4.606 -2.972 -0.312  0.22
H 3.245 -3.709 -1.178  0.09
C 0.808 2.984 4.488  -0.06
O 1.448 4.090 3.922  -0.47
C 2.757 3.799 3.357  0.17
C 2.892 4.346 1.947  -0.28
N 2.719 5.779 1.915  -0.33
C 2.716 6.315 0.557  -0.34
C 2.410 7.806 0.520  -0.64
O 3.441 8.523 -0.123  -0.36
C 4.173 9.450 0.707  -0.68
H -0.247 3.152 4.633  0.32
H 1.408 2.675 5.355  0.29
H 0.871 2.136 3.772  -0.23
H 2.957 2.722 3.316  -0.18
H 3.487 4.422 3.914  0.32
H 2.163 3.853 1.273  0.01
H 3.928 4.164 1.633  0.21
H 1.919 6.093 2.448  0.29
H 2.079 5.742 -0.155  0.26
H 3.712 6.196 0.098  0.28
H 2.167 8.201 1.511  0.45
H 1.539 7.966 -0.131  0.23
H 4.858 10.007 0.078  0.24
H 4.749 8.906 1.479  0.29
H 3.496 10.158 1.215  0.29
C 0.113 -4.350 -1.558  -0.91
O -0.301 -3.614 -0.472  0.67
C -1.756 -3.638 -0.339  -1.73
C -2.200 -2.905 0.914  0.29
N -1.211 -2.842 2.060  2.23
C -1.287 -4.070 2.903  -0.94
C -0.610 -5.330 2.371  -1.56
O 0.621 -4.993 1.694  0.29
C 1.397 -6.073 1.489  -0.91
H 1.101 -4.755 -1.335  -0.16
H 0.165 -3.776 -2.478  0.10
H -0.557 -5.204 -1.667  0.64
H -2.048 -4.694 -0.218  0.67
H -2.267 -3.254 -1.219  0.74
H -3.120 -3.358 1.310  0.59
H -2.498 -1.881 0.691  -0.93
H -1.618 -2.170 2.741  -1.27
H -2.325 -4.335 3.142  0.53
H -0.841 -3.808 3.862  0.51
H -1.235 -5.901 1.672  0.40
H -0.380 -5.947 3.251  0.66
H 1.052 -6.652 0.630  0.22
H 1.464 -6.684 2.388  0.27
H 2.392 -5.726 1.248  0.17
C -6.195 -4.733 -4.257  -1.52
C -5.610 -3.802 -3.258  0.50
C -6.196 -2.422 -3.442  -0.76
O -5.806 -1.631 -2.334  -0.15
C -5.791 -0.277 -2.614  -0.29
N -5.861 -4.350 -1.898  -0.67
H -7.273 -4.834 -4.143  0.38
H -5.680 -5.687 -4.299  0.35
H -6.056 -4.305 -5.265  0.37
H -4.522 -3.700 -3.355  0.18
H -7.299 -2.473 -3.493  0.31
H -5.796 -2.024 -4.388  0.35
H -6.839 0.044 -2.618  0.28
H -5.356 -0.043 -3.591  0.41
H -5.250 0.211 -1.831  -0.26
H -6.885 -4.418 -1.799  0.32
H -5.596 -3.658 -1.195  0.27
C 4.469 -5.611 -3.308  -1.44
C 3.064 -5.617 -3.883  2.86
C 3.125 -5.068 -5.285  -1.22
O 3.428 -3.708 -5.319  -0.32
C 2.343 -2.877 -4.960  -0.33
N 2.446 -6.966 -3.945  -0.79
H 4.524 -6.065 -2.315  0.37
H 4.860 -4.587 -3.262  0.29
H 5.135 -6.148 -3.989  0.44
H 2.369 -4.973 -3.330  -1.73
H 2.172 -5.196 -5.829  0.37
H 3.862 -5.580 -5.910  0.37
H 1.896 -3.236 -4.021  0.09
H 1.553 -2.792 -5.727  0.40
H 2.746 -1.875 -4.820  0.04
H 3.122 -7.622 -4.350  0.30
H 2.318 -7.294 -2.985  0.28
C 5.500 1.136 2.591  0.12
C 6.546 0.031 2.774  0.16
C 6.568 -0.540 4.146  -0.29
O 6.853 0.514 5.024  -0.37
C 7.138 0.093 6.355  -0.79
N 6.178 -1.093 1.804  -0.36
H 4.951 1.271 3.528  -0.45
H 4.768 0.921 1.830  -0.36
H 5.967 2.095 2.370  0.50
H 7.569 0.357 2.544  0.36
H 7.357 -1.315 4.114  0.53
H 5.615 -0.996 4.456  -0.13
H 7.266 0.983 6.983  0.26
H 8.110 -0.431 6.415  0.34
H 6.363 -0.521 6.841  0.29
H 5.917 -0.759 0.890  0.03
H 6.938 -1.761 1.661  0.32
C -6.384 2.011 -0.151  -0.99
C -7.689 2.265 0.648  0.16
C -8.094 3.733 0.593  -0.82
O -8.359 4.058 -0.766  -0.33
C -8.748 5.364 -0.978  -0.89
N -8.832 1.509 0.134  -0.80
H -5.987 1.038 0.137  0.60
H -5.672 2.797 0.124  0.00
H -6.611 2.059 -1.206  0.49
H -7.592 2.060 1.721  0.25
H -7.261 4.378 0.910  0.31
H -8.989 3.877 1.208  0.55
H -8.570 5.627 -2.028  0.24
H -8.213 6.128 -0.403  0.33
H -9.838 5.472 -0.876  0.34
H -9.045 1.865 -0.807  0.31
H -8.623 0.528 -0.055  0.27
C -5.656 6.454 -2.350  -1.68
C -5.058 5.350 -1.527  1.99
C -4.066 4.580 -2.316  -0.42
O -3.059 5.466 -2.779  -0.35
C -2.022 4.795 -3.389  -0.66
N -4.432 5.914 -0.318  -0.72
H -4.779 7.007 -2.720  0.41
H -6.255 7.197 -1.808  0.37
H -6.287 6.287 -3.234  0.32
H -5.871 4.710 -1.182  -1.12
H -4.582 4.070 -3.151  0.46
H -3.583 3.808 -1.693  0.02
H -2.364 4.206 -4.257  0.31
H -1.457 4.175 -2.684  0.17
H -1.339 5.532 -3.818  0.28
H -5.050 6.651 0.030  0.29
H -3.616 6.457 -0.646  0.36
C -5.121 -1.507 5.315  -1.53
C -3.907 -1.499 4.347  0.85
C -3.540 -0.161 3.848  0.03
O -4.694 0.491 3.373  -0.38
C -4.443 1.721 2.763  -0.22
N -2.637 -2.184 4.880  -0.48
H -5.110 -0.610 5.948  0.33
H -5.157 -2.374 5.973  0.46
H -6.041 -1.514 4.726  0.34
H -4.191 -2.164 3.494  -0.19
H -2.729 -0.156 3.098  -0.21
H -3.187 0.394 4.754  0.30
H -3.786 2.421 3.312  0.28
H -5.375 2.257 2.613  0.10
H -3.962 1.566 1.785  -0.08
H -2.796 -3.083 5.327  0.29
H -2.235 -1.635 5.661  0.24
C 4.001 -0.871 -8.503  -1.25
C 4.202 0.353 -7.613  0.68
C 5.128 0.135 -6.458  -0.54
O 4.842 1.193 -5.515  -0.35
C 5.542 1.032 -4.360  -0.55
N 4.573 1.566 -8.374  -0.79
H 3.437 -1.690 -8.032  0.23
H 4.921 -1.365 -8.862  0.30
H 3.445 -0.638 -9.418  0.37
H 3.209 0.493 -7.140  0.10
H 6.189 0.246 -6.728  0.40
H 4.920 -0.827 -5.966  0.16
H 5.351 0.011 -3.963  0.10
H 5.107 1.686 -3.609  0.24
H 6.632 1.120 -4.422  0.36
H 5.100 2.157 -7.724  0.31
H 3.727 2.111 -8.538  0.28

=====

Q: Which value of charge does entry 1 give?
A: 0

=====

Q: Among the records above, which one has the lowest energy relative to the best compared isomer or geometry (same formula, charge and spin)?
A: C48H122F6N11O17PdS2

=====

Q: Which of these has the lowest molecular weight?
A: C48H120O24